{
  "formula": "C3H5NO2",
  "method": "ωB97M-V/def2-TZVPD",
  "symbols": ["C", "C", "N", "O", "C", "O", "H", "H", "H", "H", "H"],
  "xyz": [[-1.566, -0.428, 0.938], [-0.989, 0.603, 0.093], [-0.679, 1.509, -0.555], [1.010, -0.824, -0.009], [1.866, -0.280, -0.674], [1.785, 0.886, -1.288], [-0.994, -0.537, 1.863], [-1.596, -1.392, 0.425], [-2.576, -0.080, 1.156], [0.891, 1.287, -1.120], [2.848, -0.744, -0.828]],
  "forces_ev_per_angstrom": [[-0.137, 0.024, 0.074], [-0.207, 1.034, -0.491], [-0.540, -0.696, 0.627], [0.550, 0.071, -0.279], [0.029, -0.326, 0.178], [0.054, -0.153, 0.074], [-0.059, 0.069, -0.200], [0.049, 0.231, 0.015], [-0.055, -0.241, 0.161], [0.234, -0.086, -0.075], [0.081, 0.072, -0.086]],
  "lowdin_charge": [-0.06, -0.24, 0.15, 0.01, -0.37, 0.07, 0.09, 0.09, 0.09, 0.03, 0.14],
  "e_lumo_ev": 0.84,
  "gap_ev": 11.27
}

***

{
  "formula": "C4H6BiO2",
  "method": "ωB97M-V/def2-TZVPD",
  "symbols": ["O", "C", "Bi", "O", "C", "H", "H", "H", "C", "C", "H", "H", "H"],
  "xyz": [[0.152, -0.654, -0.262], [-1.066, 0.031, -0.775], [-2.757, -0.548, 0.351], [-1.389, 1.010, 0.331], [-1.088, 2.367, 0.087], [-1.397, 2.656, -0.931], [-1.652, 2.981, 0.803], [-0.007, 2.535, 0.208], [0.812, -1.586, -0.842], [1.884, -2.080, 0.093], [1.851, -1.609, 1.092], [1.782, -3.174, 0.208], [2.875, -1.927, -0.364]],
  "forces_ev_per_angstrom": [[0.419, -0.440, -1.537], [1.347, 0.206, 0.428], [-3.358, -1.848, 0.776], [2.056, -0.287, -0.663], [0.034, 1.938, -0.431], [0.137, -0.250, 0.340], [0.246, -0.322, -0.117], [-0.448, -0.193, 0.017], [-0.176, 1.632, 1.807], [0.192, -0.677, 0.137], [-0.065, -0.114, -0.550], [0.019, 0.370, -0.165], [-0.405, -0.017, -0.041]],
  "lowdin_charge": [-0.14, -0.35, 1.53, -0.60, -0.06, 0.11, 0.11, 0.12, 0.04, -0.05, 0.09, 0.10, 0.10],
  "charge": 1,
  "e_lumo_ev": [-6.63, -5.82],
  "gap_ev": [5.53, 7.55]
}

***

These records have energy relative to the best compared isomer or geometry (same formula, charge and spin) values of 17.1 109.7 kcal/mol, in the order they appear.